<one>
Entry from the Open Molecules 2025 dataset: a structure of composition C26H38Cl3GeN5O3SSiV (ωB97M-V/def2-TZVPD).

Results
HOMO-LUMO gap (spin up / spin down) ... 7.3 / 7.5 eV
Expectation value of S² ... 3.764

Geometry as ORCA input:
```
! wB97M-V def2-TZVPD RIJCOSX def2/J DEFGRID3
* xyz 2 4
Ge -1.579 -0.350 -0.543
V -0.864 2.516 0.551
Cl -1.506 0.334 1.591
Cl -2.323 1.667 -1.262
Cl -3.297 -1.509 -0.827
S 0.321 -0.322 -1.509
Si 0.853 -2.262 -0.597
O 0.914 -3.378 -1.715
O -0.412 -2.239 0.460
O 2.247 -2.112 0.185
N -0.310 4.356 0.010
N -4.687 4.284 1.666
N 1.201 2.561 1.118
N -2.492 3.768 1.072
N -1.274 5.321 -0.224
C 1.946 1.626 1.705
C -3.627 3.495 1.664
C 3.637 -2.348 -0.210
C -5.760 7.525 0.317
C -0.523 -3.127 1.660
C 3.203 3.726 0.494
C -3.525 5.872 0.315
C 0.225 -4.020 -2.829
C 0.067 -4.482 1.310
C -1.252 -3.678 -2.759
C 0.931 4.645 -0.034
C 3.952 -1.413 -1.366
C -5.813 6.328 0.999
C -4.689 5.511 0.989
C -4.603 7.908 -0.368
C -1.998 -3.246 1.973
C 0.463 -5.510 -2.668
C 3.332 1.695 1.750
C 4.451 -2.010 1.026
C 0.243 -2.454 2.785
C 3.840 -3.803 -0.598
C 3.967 2.755 1.133
C -2.379 4.974 0.358
C -3.493 7.092 -0.370
C 1.830 3.600 0.507
C 0.865 -3.482 -4.096
H 3.312 -1.627 -2.225
H 3.666 4.573 0.007
H 0.723 -2.402 -4.169
H -1.407 -2.604 -2.877
H 1.267 -2.243 2.483
H 1.529 -5.731 -2.660
H 1.933 -3.700 -4.111
H 5.045 2.839 1.149
H 3.303 -4.059 -1.507
H -2.544 -3.700 1.147
H -4.579 8.850 -0.896
H -0.244 -1.528 3.092
H 5.516 -2.046 0.799
H -2.123 -3.880 2.851
H 1.288 5.617 -0.362
H 3.510 -4.463 0.206
H 4.984 -1.543 -1.692
H 4.902 -3.984 -0.764
H -6.707 6.029 1.531
H -3.719 2.557 2.201
H 3.888 0.931 2.273
H 4.205 -1.008 1.379
H -6.624 8.174 0.313
H 0.411 -3.943 -4.972
H -2.438 -2.274 2.200
H -0.413 -4.900 0.426
H 3.813 -0.371 -1.070
H -0.104 -5.169 2.139
H -1.684 -4.007 -1.812
H -1.790 -4.178 -3.565
H -2.591 7.375 -0.891
H 0.008 -6.051 -3.498
H 4.248 -2.719 1.828
H 1.145 -4.428 1.145
H -5.514 3.990 2.164
H 0.274 -3.117 3.651
H 0.021 -5.879 -1.743
H 1.408 0.806 2.165
*
```

<two>
Entry from the Open Molecules 2025 dataset: a structure of composition C26H38Cl3GeN5O3SSiV (ωB97M-V/def2-TZVPD).

Results
HOMO-LUMO gap (spin up / spin down) ... 3.5 / 3.1 eV
Expectation value of S² ... 3.763

Geometry as ORCA input:
```
! wB97M-V def2-TZVPD RIJCOSX def2/J DEFGRID3
* xyz 2 4
Ge -0.345 -2.476 0.235
V 1.882 -0.986 1.283
Cl 1.651 -3.391 0.166
Cl -1.809 -3.905 -0.138
Cl -0.258 -1.954 2.360
S 0.080 -0.629 -0.813
Si -2.025 0.255 -0.899
O -2.876 -0.900 -1.606
O -2.355 0.386 0.667
O -1.754 1.539 -1.794
N 3.863 -1.050 0.322
N 1.511 0.720 2.566
N 3.323 -1.097 2.723
N 4.449 -1.842 2.451
N 5.345 -1.388 -1.442
C 2.233 0.683 3.713
C -1.009 3.381 -3.079
C 5.879 -2.450 0.633
C -3.091 3.553 -1.699
C 0.992 2.495 4.636
C -4.001 -2.472 -2.989
C -3.623 0.480 1.410
C -1.682 2.995 -1.775
C -3.267 -1.145 -3.003
C 4.707 -1.789 1.184
C -3.693 -0.750 2.296
C 6.699 -3.284 1.396
C -4.185 -0.018 -3.444
C 2.001 1.549 4.762
C -0.858 3.425 -0.572
C -4.803 0.518 0.452
C 8.115 -3.622 -0.519
C -3.531 1.749 2.235
C 7.806 -3.868 0.821
C 3.321 -0.295 3.712
C 0.529 1.618 2.468
C -2.012 -1.213 -3.856
C 4.239 -0.886 -0.920
C 6.199 -2.222 -0.702
C 0.247 2.530 3.473
C 7.317 -2.799 -1.288
H 7.553 -2.608 -2.327
H -3.336 -3.282 -2.689
H -5.725 0.656 1.016
H -1.479 -0.259 -3.845
H -3.634 -1.658 1.691
H -2.279 -1.441 -4.888
H -0.012 2.941 -3.140
H -0.546 3.251 3.335
H -0.759 4.511 -0.554
H 3.614 -0.298 -1.581
H -2.883 -0.751 3.026
H -3.657 0.937 -3.449
H -4.719 1.349 -0.251
H 0.794 3.191 5.441
H -1.352 3.114 0.352
H 4.132 -0.259 4.432
H 0.144 2.991 -0.618
H -0.054 1.595 1.557
H 8.989 -4.080 -0.963
H -0.915 4.465 -3.145
H -4.381 -2.693 -3.986
H -5.051 0.052 -2.783
H -4.640 -0.766 2.836
H -2.637 1.725 2.859
H -4.545 -0.213 -4.454
H -4.845 -2.434 -2.300
H 5.568 -1.187 -2.406
H -3.566 3.286 -0.754
H 2.604 1.487 5.658
H -1.346 -2.001 -3.498
H -4.883 -0.414 -0.108
H -3.498 2.632 1.594
H -1.598 3.033 -3.928
H -3.701 3.181 -2.523
H 8.441 -4.516 1.408
H 6.451 -3.456 2.435
H -4.401 1.835 2.887
H -3.060 4.641 -1.762
*
```

Most stable: <one>